[1]
Computed, not measured: one molecule with the formula C3H7NO, with the ωB97M-V functional and the def2-TZVPD basis.

Cartesian coordinates (Å):
C  1.3922  -0.2121  0.4381
N  0.4894  -0.4942  -0.7851
C  -0.9108  -0.3068  -0.3646
C  -1.1063  1.1829  -0.1624
O  -0.2375  2.0579  -0.2593
H  0.8308  -0.7491  1.3793
H  1.4152  0.8611  0.6555
H  2.3455  -0.6522  0.4574
H  0.3286  -1.4949  -0.9116
H  -0.9206  -0.9791  0.6587
H  -1.5333  -0.5882  -1.1501
H  -2.0933  1.3746  0.0442

Atoms 1-3, force components in eV/Å:
C -4.0 -1.3 1.3
N 0.4 -0.6 1.1
C 3.6 0.9 3.2

As for the HOMO energy: -9.5 eV. Its total energy is -248.4159 Ha. The calculation puts the molecular weight at 73.095 g mol⁻¹. The value obtained for the energy above the lowest of the compared OMol25 structures with the same formula, charge and spin is 69.4 kcal per mole.

---

[2]
Computed, not measured: one molecule with the formula C3H7NO, with the ωB97M-V functional and the def2-TZVPD basis.

Cartesian coordinates (Å):
C  -0.2705  1.2254  -1.0516
C  -0.3191  0.1505  -0.0111
C  0.9691  -0.6229  0.3207
N  -1.4459  -0.1352  0.5061
O  -1.4682  -1.1410  1.4160
H  0.3765  2.0309  -0.7147
H  0.1106  0.8616  -2.0225
H  -1.2953  1.6089  -1.1995
H  0.8473  -1.7217  0.1931
H  1.2979  -0.4466  1.3505
H  1.7799  -0.3079  -0.3742
H  -0.5824  -1.5019  1.5871

Atoms 1-3, force components in eV/Å:
C -0.6 0.0 -0.2
C 0.7 -0.9 -0.1
C 0.0 0.1 -0.7

As for the HOMO energy: -9.5 eV. Its total energy is -248.4378 Ha. The calculation puts the molecular weight at 73.095 g mol⁻¹. The value obtained for the energy above the lowest of the compared OMol25 structures with the same formula, charge and spin is 55.7 kcal per mole.

---

[3]
Computed, not measured: a 2-piece molecular cluster, C3H7NO overall, with the ωB97M-V functional and the def2-TZVPD basis.

Cartesian coordinates (Å):
H  0.1864  0.1556  2.1427
N  0.7995  -0.2792  1.4607
C  0.4325  -0.6084  0.3250
C  -0.5394  -1.6319  -0.1374
H  0.9860  -0.0026  -0.5613
H  -1.2820  -1.8220  0.6368
H  -0.0209  -2.5593  -0.3795
H  -1.0424  -1.2802  -1.0351
C  0.2116  1.8965  -0.6730
O  -0.8428  1.2928  -0.8770
H  0.7378  1.9813  0.2940
H  0.3737  2.8574  -1.1958

Atoms 1-3, force components in eV/Å:
H 0.0 -1.7 0.7
N 0.0 2.6 0.8
C 1.3 0.4 -2.5

As for the HOMO energy: -8.4 eV. Its total energy is -248.3687 Ha. The calculation puts the molecular weight at 73.095 g mol⁻¹. The value obtained for the energy above the lowest of the compared OMol25 structures with the same formula, charge and spin is 99.0 kcal per mole.

---

[4]
Computed, not measured: one molecule with the formula C3H7NO, with the ωB97M-V functional and the def2-TZVPD basis.

Cartesian coordinates (Å):
H  -1.4271  -1.7617  -0.2155
N  -0.3043  -1.6222  0.1849
C  -0.6415  -0.4503  -0.0012
C  -1.6584  0.6178  -0.0894
O  0.7249  0.2692  0.6684
C  1.9791  0.0946  0.0616
H  -2.4547  0.3397  -0.7829
H  -1.1879  1.5369  -0.4438
H  -2.0562  0.7914  0.9117
H  2.5979  -0.5907  0.6573
H  2.4952  1.0666  0.0195
H  1.9329  -0.2913  -0.9704

Atoms 1-3, force components in eV/Å:
H 2.6 -2.1 1.0
N -6.7 -1.3 -3.0
C 7.0 3.0 3.8

As for the HOMO energy: -9.0 eV. Its total energy is -248.3741 Ha. The calculation puts the molecular weight at 73.095 g mol⁻¹. The value obtained for the energy above the lowest of the compared OMol25 structures with the same formula, charge and spin is 95.6 kcal per mole.

---

[5]
Computed, not measured: C3H7NO as an isolated structure, with the ωB97M-V functional and the def2-TZVPD basis.

Cartesian coordinates (Å):
C  0.7296  0.3882  0.3137
N  0.1885  1.5270  -0.2172
C  -0.0745  -0.8280  0.4438
C  -1.4304  -0.7645  0.4022
O  1.4304  -0.7655  -0.8849
H  0.8811  -0.7514  -1.6799
H  1.4671  0.5720  1.0939
H  -0.4052  1.4082  -1.0274
H  0.7952  2.3311  -0.2756
H  0.4141  -1.6614  0.9308
H  -1.9592  0.1631  0.2421
H  -2.0366  -1.6188  0.6587

Atoms 1-3, force components in eV/Å:
C 0.2 -2.0 -2.1
N 0.3 -0.1 0.0
C -3.1 1.0 2.9

As for the HOMO energy: -8.2 eV. Its total energy is -248.4050 Ha. The calculation puts the molecular weight at 73.095 g mol⁻¹. The value obtained for the energy above the lowest of the compared OMol25 structures with the same formula, charge and spin is 76.2 kcal per mole.

---

[6]
Computed, not measured: one molecule with the formula C3H7NO, with the ωB97M-V functional and the def2-TZVPD basis.

Cartesian coordinates (Å):
C  1.7646  0.2443  0.1997
C  0.4095  -0.0925  -0.3455
N  -0.0424  -1.4345  -0.3695
C  -0.6209  0.8564  0.1174
O  -1.7619  0.5127  0.3453
H  2.5890  -0.1924  -0.3489
H  1.7963  -0.1618  1.1983
H  1.8870  1.3257  0.2361
H  -0.1295  0.4810  -1.2226
H  0.6416  -2.0664  0.0116
H  -0.9556  -1.4710  0.1014
H  -0.3486  1.9152  0.2222

Atoms 1-3, force components in eV/Å:
C 0.1 0.1 -0.9
C -1.9 1.3 0.1
N -0.2 0.1 0.1

As for the HOMO energy: -8.9 eV. Its total energy is -248.4416 Ha. The calculation puts the molecular weight at 73.095 g mol⁻¹. The value obtained for the energy above the lowest of the compared OMol25 structures with the same formula, charge and spin is 53.3 kcal per mole.